C35H58BrN4O10 | wB97M-V/def2-TZVPD

Geometry as ORCA input:
```
! wB97M-V def2-TZVPD RIJCOSX def2/J DEFGRID3
* xyz 1 1
C 4.8986 5.0038 -3.5519
C 4.1736 3.9154 -4.3664
C 4.9618 2.5911 -4.2988
O 4.1112 1.4682 -4.0408
C 4.3769 0.7419 -2.9040
N 3.3465 1.0171 -1.8611
C 3.6868 2.2443 -1.0963
C 2.4448 3.0287 -0.6929
C 2.7636 4.3337 -0.0035
Br 3.9925 4.1451 1.4987
C 3.2775 -0.0764 -0.9839
N 4.4186 -0.5410 -0.3852
N 2.1277 -0.6417 -0.7564
C 0.9187 -0.1440 -1.4887
C -0.3885 -0.8407 -1.1204
C -0.9217 -0.5923 0.3116
C -0.6689 0.8474 0.7442
C -2.4005 -1.0386 0.3155
C -3.3162 -0.4902 1.4331
C -4.3558 0.4546 0.8149
C -4.0937 1.4757 -0.0733
C -3.3752 2.7394 0.3379
C -4.4747 1.3965 -1.5176
C 2.0709 -1.7664 0.1455
C 1.6626 -3.0024 -0.3431
C 1.6458 -4.0837 0.5392
N 2.0016 -4.0273 1.8274
C 2.3695 -2.8121 2.2608
C 2.4275 -1.6588 1.4915
H 5.9774 4.8937 -3.5999
H 4.6685 6.0018 -3.9145
H 4.5730 4.9704 -2.5167
H 3.1789 3.7947 -3.9468
H 4.1037 4.2586 -5.3909
H 5.7485 2.7162 -3.5598
H 5.3835 2.4292 -5.2857
H 5.3953 0.8692 -2.5253
H 4.2668 -0.3169 -3.1504
H 4.2131 2.0021 -0.1697
H 4.3510 2.8946 -1.6562
H 1.8013 2.3979 -0.0864
H 1.9220 3.2682 -1.6164
H 1.8459 4.7469 0.3901
H 3.1991 5.0391 -0.7001
H 4.6974 -1.4753 -0.6584
H 5.1778 0.1217 -0.4230
H 1.1091 -0.3314 -2.5430
H 0.8045 0.9258 -1.4163
H -0.3660 -1.8948 -1.3606
H -1.1426 -0.4204 -1.7850
H -0.4141 -1.2610 1.0057
H -0.9652 1.5324 -0.0470
H -1.1029 1.0990 1.7012
H 0.4108 0.9761 0.8570
H -2.3718 -2.1213 0.4369
H -2.8796 -0.8581 -0.6397
H -2.7814 -0.0825 2.2959
H -3.8952 -1.3277 1.8195
H -5.3966 0.2771 1.0738
H -2.7623 2.5334 1.2089
H -2.7869 3.1174 -0.4985
H -4.1629 3.4552 0.5544
H -5.0331 0.4978 -1.7583
H -3.5620 1.3932 -2.1152
H -5.0555 2.2622 -1.8583
H 1.3632 -3.1392 -1.3674
H 1.3538 -5.0365 0.1389
H 2.6647 -2.7304 3.2993
H 2.7524 -0.7052 1.8707
C -1.3538 -2.7624 6.7204
C -1.5388 -3.2800 5.3149
C -0.9195 -2.4180 4.2421
O -1.7659 -2.6713 3.1127
C -2.9816 -3.0268 3.5924
O -3.9744 -3.1054 2.9447
O -2.9228 -3.2587 4.9270
H -0.2968 -2.6188 6.9454
H -1.8817 -1.8181 6.8574
H -1.7675 -3.4652 7.4428
H -1.1844 -4.3091 5.2424
H 0.1056 -2.6954 4.0195
H -0.9639 -1.3497 4.4753
C -2.9459 -9.5746 1.4626
C -2.0874 -8.4190 1.9126
C -2.8553 -7.2616 2.5071
O -2.0065 -6.1453 2.1913
C -1.3029 -6.4714 1.0865
O -0.6534 -5.6996 0.4514
O -1.4371 -7.7814 0.7944
H -3.5642 -9.9406 2.2817
H -3.5879 -9.2777 0.6329
H -2.3238 -10.3950 1.1065
H -1.3109 -8.7696 2.5974
H -2.9895 -7.3487 3.5823
H -3.8274 -7.1040 2.0358
C -3.0102 7.1842 -2.7179
C -1.6358 6.6872 -2.3463
C -0.9698 5.8357 -3.4020
O -0.1269 4.9792 -2.6109
C -0.6976 4.8748 -1.3850
O -0.3554 4.0917 -0.5546
O -1.6928 5.7680 -1.2354
H -2.9823 7.7375 -3.6562
H -3.7088 6.3522 -2.8119
H -3.4000 7.8412 -1.9415
H -0.9967 7.5249 -2.0561
H -0.3758 6.4165 -4.1028
H -1.6752 5.2141 -3.9574
*
```

The value obtained for the max |F| is 2.01 eV/Å. The calculation puts the energy at -4913.5919 Ha. The calculation puts the molar mass at 774.8 g/mol. The HOMO energy is -8.44 eV.